43
Properties=species:S:1:pos:R:3:forces:R:3 method="wB97M-V/def2-TZVPD" charge=0 de_lowest_kcal_mol=128.1 e_tot_ev=-37339.8423 orbital_gap_ev=8.988
N -1.715656 1.695711 -4.645540 0.922 1.727 -1.525
H 1.720453 -3.864564 2.194768 0.641 -0.314 0.084
C -1.613753 1.378858 -3.267107 0.374 1.084 1.658
C 0.321607 -1.423199 4.854096 0.064 -1.866 1.370
H -0.432705 -1.945037 5.494699 0.639 -0.465 -0.943
C 0.861577 -3.347711 1.827269 0.150 4.199 -0.687
H 0.951392 -1.013774 5.592119 0.722 0.981 0.950
O -0.974377 1.460291 2.197808 -0.523 0.218 -2.500
H 1.001572 -3.041367 0.792444 0.310 -0.049 -0.146
C -2.235297 0.042221 -1.383553 -2.220 -1.582 0.142
C -1.637896 0.827886 -0.427016 2.010 2.109 -1.360
H -2.906214 -0.332026 -3.425409 0.713 0.126 0.580
C -0.117370 -0.995964 2.707281 1.275 -3.289 -3.425
H -0.526098 -4.306143 3.006564 -0.167 -0.514 -0.156
O -2.970991 0.205466 1.747462 -1.213 -0.648 -0.746
H -2.571806 4.245507 -6.703851 0.055 -0.338 0.468
C -2.331125 2.877582 -5.163008 -3.231 -0.748 5.374
H -0.970347 0.987853 -6.530738 0.178 0.569 -0.259
H -1.323318 -0.168413 -5.318817 0.236 0.198 -0.327
O -3.216699 3.444559 -4.416554 3.493 -1.591 -2.802
C -0.917025 2.248552 -2.353175 -1.060 -0.583 1.054
N 0.757954 -2.125027 2.659922 -0.532 1.564 1.623
H -0.036206 -4.914695 1.400447 -0.673 -2.820 -1.120
C -0.367197 -0.368445 3.997522 -0.357 -0.734 2.173
H -2.582957 2.665182 -7.300106 0.338 -0.508 0.276
S -1.631400 0.460241 1.331375 1.455 0.741 3.404
C 1.275878 -2.335459 3.946731 -0.204 2.691 1.968
H 2.351777 -2.006402 3.926032 -0.772 -0.429 0.783
H -0.369657 2.570587 -0.198643 -0.445 0.124 -0.624
H 0.145681 0.632497 -5.150594 0.402 0.956 0.128
H -1.039328 3.484233 -6.818515 -0.258 -0.704 0.268
C -2.212628 0.224451 -2.765611 -0.438 1.327 -0.111
C -0.354409 -4.102660 1.946182 -0.141 -0.480 2.026
C -2.084861 3.268105 -6.536922 0.131 2.099 -2.098
C -0.956333 2.003206 -0.936507 0.241 -1.639 -0.498
H -0.463772 3.178411 -2.722918 -0.161 -0.557 0.143
N -0.683277 -0.890814 1.577189 -1.949 1.625 -3.165
H 1.138085 -3.291060 4.360849 0.289 -1.704 0.049
H -1.525285 -0.290829 4.180136 2.446 0.144 -0.404
H -3.034937 -0.653407 -1.087682 0.878 -0.230 0.336
C -0.869990 0.835154 -5.471118 -1.464 -2.146 0.409
H -1.179243 -3.595608 1.563576 -1.363 0.686 -0.888
H 0.217739 0.475529 4.375822 -0.792 0.770 -1.482